Record 1
C39H38F9N2PReSSi | ωB97M-V with the def2-TZVPD basis set

```
92
C39H38F9N2PReSSi | the OMol25 dataset | ωB97M-V with the def2-TZVPD basis set
Re -1.37 -0.05 0.66
F 6.17 -3.18 1.78
C 5.34 -3.77 0.90
F 4.97 -4.95 1.43
F 6.09 -4.05 -0.19
C 4.18 -2.90 0.56
C 4.43 -1.61 0.09
C 3.37 -0.77 -0.22
C 2.06 -1.21 -0.05
C 1.82 -2.51 0.38
C 2.88 -3.36 0.68
P 0.60 -0.19 -0.49
C 0.62 -0.64 -2.27
C 0.07 -1.87 -2.62
C 0.14 -2.33 -3.92
C 0.76 -1.57 -4.89
C 1.34 -0.35 -4.55
C 1.27 0.11 -3.25
C 0.80 -2.03 -6.32
F 1.97 -1.73 -6.91
F 0.63 -3.36 -6.43
F -0.17 -1.45 -7.05
C 1.12 1.56 -0.44
C 1.98 2.03 0.55
C 2.17 3.39 0.73
C 1.48 4.28 -0.08
C 0.62 3.83 -1.07
C 0.44 2.47 -1.25
C 1.67 5.77 0.08
F 2.43 6.28 -0.91
F 0.50 6.42 0.05
F 2.27 6.08 1.24
H 5.45 -1.26 -0.01
H 3.58 0.22 -0.59
H 0.80 -2.85 0.49
H 2.68 -4.36 1.02
H -0.41 -2.47 -1.86
H -0.29 -3.29 -4.18
H 1.84 0.24 -5.31
H 1.75 1.05 -2.99
H 2.48 1.34 1.23
H 2.82 3.75 1.51
H 0.08 4.53 -1.69
H -0.26 2.12 -1.99
C -3.22 -1.74 -2.00
C -3.18 -2.37 -0.61
C -4.52 -2.16 0.11
C -2.94 -3.88 -0.74
C -2.12 -1.77 0.31
H -4.19 -1.92 -2.47
H -2.46 -2.17 -2.65
H -3.03 -0.67 -1.97
H -5.33 -2.62 -0.46
H -4.74 -1.09 0.22
H -4.51 -2.59 1.11
H -3.70 -4.33 -1.38
H -2.98 -4.37 0.23
H -1.97 -4.09 -1.19
H -1.94 -2.46 1.14
C -1.73 -0.37 4.09
Si -0.36 -0.72 2.82
C -0.02 -2.56 3.15
C 1.19 0.20 3.39
C 2.46 -0.37 3.25
C 3.62 0.34 3.57
C 3.52 1.63 4.06
C 2.27 2.21 4.24
C 1.13 1.50 3.91
H -1.40 -0.63 5.10
H -2.60 -0.99 3.86
H -2.06 0.67 4.10
H 0.01 -2.68 4.24
H 0.94 -2.91 2.77
H -0.81 -3.20 2.77
H 2.57 -1.37 2.87
H 4.59 -0.13 3.44
H 4.42 2.19 4.32
H 2.19 3.21 4.64
H 0.16 1.96 4.07
C -4.71 5.18 -0.76
C -4.17 3.82 -0.49
C -4.69 2.69 -1.12
C -4.09 1.48 -0.85
N -3.07 1.38 0.00
C -2.65 2.52 0.61
S -1.38 2.23 1.73
N -3.15 3.73 0.37
H -5.80 5.18 -0.78
H -4.36 5.53 -1.74
H -4.36 5.88 -0.01
H -5.53 2.75 -1.79
H -4.44 0.56 -1.31
```

Properties
multiplicity = 2
HOMO-LUMO gap (alpha / beta) = 7.1 / 7.0 eV
DFT total energy = -98631.68152 eV
total charge = 0
⟨S²⟩ = 0.77
relative energy (zero: lowest compared OMol25 entry of this formula, charge and spin) = 0.00 kJ/mol
F_max = 0.16 eV/A

Record 2
C3H10N2P | ωB97M-V with the def2-TZVPD basis set

```
16
C3H10N2P | the OMol25 dataset | ωB97M-V with the def2-TZVPD basis set
C -0.34 1.19 0.41
C 1.85 -0.69 -0.19
C -0.49 -0.12 -0.28
N -0.61 2.24 -0.24
N 0.49 -1.25 0.07
P -2.36 -0.68 -0.10
H -0.20 0.98 1.45
H 1.99 -0.18 -1.23
H 2.14 0.23 0.38
H 2.56 -1.51 0.01
H -0.19 0.19 -1.35
H -0.55 3.08 0.30
H 0.51 -1.50 1.01
H 0.44 -2.05 -0.47
H -2.80 0.35 -1.02
H -2.43 -0.29 1.24
```

Properties
HOMO-LUMO gap = 10.0 eV
DFT total energy = -15532.91033 eV
total charge = +1
SMILES = [H]/N=C/[C@H](P)[NH2+]C
relative energy (zero: lowest compared OMol25 entry of this formula, charge and spin) = 258.46 kJ/mol
F_max = 5.23 eV/A

Record 3
C2H3FO2S | ωB97M-V with the def2-TZVPD basis set

```
9
C2H3FO2S | the OMol25 dataset | ωB97M-V with the def2-TZVPD basis set
C -0.63 -0.14 0.27
C -1.74 0.27 -0.18
O 2.14 0.87 0.13
O 2.20 -1.52 -0.51
F -1.93 1.63 -0.20
S 2.82 -0.41 0.16
H -0.40 -1.12 0.29
H 0.16 0.63 0.48
H -2.61 -0.22 -0.44
```

Properties
HOMO-LUMO gap = 8.5 eV
DFT total energy = -19768.46453 eV
total charge = 0
relative energy (zero: lowest compared OMol25 entry of this formula, charge and spin) = 142.85 kJ/mol
F_max = 3.60 eV/A

Record 4
C37H39IN8O4RbS2Sb | ωB97M-V with the def2-TZVPD basis set

```
93
C37H39IN8O4RbS2Sb | the OMol25 dataset | ωB97M-V with the def2-TZVPD basis set
Rb -0.79 0.24 0.70
O -0.59 3.85 4.11
C -0.56 2.87 3.32
N -1.38 2.49 2.36
C -2.59 3.16 2.11
C -2.94 4.38 2.72
C -4.12 5.05 2.39
C -4.99 4.50 1.46
C -4.69 3.27 0.89
C -3.51 2.58 1.19
N -3.21 1.39 0.52
C -4.11 0.44 0.40
O -5.26 0.31 0.89
C -3.71 -0.67 -0.55
C -4.38 -0.72 -1.78
C -4.08 -1.72 -2.69
C -3.13 -2.67 -2.33
C -2.53 -2.56 -1.09
N -2.80 -1.59 -0.21
C 0.69 2.01 3.48
C 1.86 2.66 3.89
C 3.01 1.93 4.10
C 2.96 0.55 3.95
C 1.76 -0.01 3.57
N 0.65 0.69 3.32
H -2.27 4.80 3.44
H -4.35 6.00 2.87
H -5.92 5.01 1.20
H -5.38 2.81 0.20
H -5.12 0.04 -2.00
H -4.56 -1.75 -3.66
H -2.84 -3.47 -3.01
H -1.77 -3.28 -0.79
H 1.83 3.73 4.02
H 3.94 2.42 4.38
H 3.84 -0.07 4.10
H 1.68 -1.09 3.43
O -0.63 2.17 -4.63
C -0.65 0.84 -4.75
C -1.12 0.30 -5.95
C -1.17 -1.08 -6.14
C -0.74 -1.94 -5.13
C -0.28 -1.40 -3.94
C -0.22 -0.02 -3.73
C 0.30 0.48 -2.42
O 0.65 -0.33 -1.52
N 0.31 1.81 -2.32
N 0.91 2.28 -1.16
C 0.51 3.43 -0.80
S -0.88 4.25 -1.49
C -0.83 5.68 -0.36
C -0.10 5.30 0.91
S 1.36 4.34 0.45
H -0.29 2.35 -3.68
H -1.46 0.98 -6.72
H -1.54 -1.48 -7.07
H -0.77 -3.01 -5.26
H 0.06 -2.03 -3.12
H -1.86 5.95 -0.13
H -0.34 6.51 -0.87
H -0.71 4.68 1.55
H 0.23 6.18 1.47
I 6.64 1.62 2.05
C 4.96 0.83 1.12
C 3.86 1.52 0.68
N 3.02 0.59 0.19
N 3.50 -0.65 0.29
C 4.69 -0.52 0.87
H 3.62 2.57 0.69
H 2.11 0.78 -0.24
H 5.30 -1.39 1.08
C 3.15 -5.01 2.08
C 3.07 -3.53 1.72
Sb 1.27 -2.80 0.73
C 1.81 -3.37 -1.29
C 2.90 -4.43 -1.48
C 0.00 -4.52 1.21
C 0.09 -5.78 0.34
H 4.08 -5.25 2.61
H 3.12 -5.64 1.19
H 2.33 -5.32 2.72
H 3.89 -3.24 1.06
H 3.18 -2.91 2.62
H 2.09 -2.42 -1.74
H 0.88 -3.68 -1.77
H 3.83 -4.13 -0.99
H 3.12 -4.56 -2.55
H 2.60 -5.40 -1.09
H -1.02 -4.13 1.19
H 0.21 -4.76 2.26
H -0.06 -5.54 -0.72
H -0.66 -6.52 0.62
H 1.07 -6.25 0.43
```

Properties
HOMO-LUMO gap = 4.8 eV
DFT total energy = -96079.85279 eV
total charge = -2
relative energy (zero: lowest compared OMol25 entry of this formula, charge and spin) = 44.46 kJ/mol
F_max = 0.65 eV/A

Record 5
C7H15ClSi | ωB97M-V with the def2-TZVPD basis set

```
24
C7H15ClSi | the OMol25 dataset | ωB97M-V with the def2-TZVPD basis set
C -0.39 -2.50 0.78
C 0.46 -1.46 0.75
C 0.21 -3.90 0.53
C -1.07 0.80 -1.77
C -0.76 3.08 0.30
C 1.83 1.60 -0.63
C -0.28 0.06 1.09
Si -0.06 1.39 -0.24
Cl 0.71 0.43 2.44
H -1.50 -2.50 1.04
H 1.54 -1.34 0.78
H -0.55 -4.72 0.87
H 0.08 -4.09 -0.59
H 1.21 -4.04 0.83
H -1.37 1.58 -2.32
H -0.31 0.37 -2.49
H -1.98 0.16 -1.55
H -0.08 3.75 0.73
H -1.14 3.64 -0.65
H -1.66 2.85 0.98
H 1.99 1.53 -1.77
H 2.00 2.68 -0.44
H 2.46 0.92 -0.08
H -1.33 -0.27 1.41
```

Properties
HOMO-LUMO gap = 10.1 eV
DFT total energy = -27900.63584 eV
total charge = 0
SMILES = C/C=C/[C@@H](Cl)[Si](C)(C)C
relative energy (zero: lowest compared OMol25 entry of this formula, charge and spin) = 182.43 kJ/mol
F_max = 5.15 eV/A

Record 6
C3H3N2S | ωB97M-V with the def2-TZVPD basis set

```
9
C3H3N2S | the OMol25 dataset | ωB97M-V with the def2-TZVPD basis set
C -0.70 1.48 0.08
C 0.73 -0.09 0.08
C -1.38 0.18 0.09
N 0.54 1.22 0.03
N -0.39 -0.72 0.04
S -2.99 -0.13 -0.10
H -1.06 2.42 0.04
H 1.68 -0.47 0.12
H -0.57 -1.85 0.26
```

Properties
HOMO-LUMO gap = 6.9 eV
DFT total energy = -16965.25357 eV
total charge = +1
SMILES = S=C1C=NC=[NH+]1
relative energy (zero: lowest compared OMol25 entry of this formula, charge and spin) = 86.73 kJ/mol
F_max = 7.13 eV/A